Run a
Formula: C6H14N2O
Source: OMol25
Level of theory: the ωB97M-V functional and the def2-TZVPD basis

Values from the calculation:
SMILES: CC(=O)C[C@@](C)(N)CN
orbital gap: 9.27 eV
total charge: 0

Each line ends with the Mulliken charge.
Element x y z (Å)
C 0.2708 1.6946 2.3935  -1.099
C -0.1887 0.2707 2.1569  0.588
O -0.8636 -0.2963 3.0078  -0.568
C 0.3207 -0.5604 0.7311  -1.413
C -0.3078 0.0135 -0.4901  1.539
C -1.8175 0.1638 -0.4505  -1.746
N 0.3514 1.1961 -0.9519  -0.690
C 0.1721 -1.3011 -1.6229  -0.987
N 1.6183 -1.3491 -1.8082  -0.555
H 0.3641 1.8960 3.4652  0.384
H 1.2489 1.8295 1.9262  0.302
H -0.4354 2.3912 1.9328  0.235
H 1.4092 -0.4961 0.7531  0.566
H -0.0214 -1.5741 0.9436  0.353
H -2.2961 -0.2211 -1.3563  0.389
H -2.1466 1.1967 -0.3149  0.438
H -2.2959 -0.3926 0.3628  0.345
H -0.0745 1.5618 -1.7994  0.277
H 1.3229 0.9720 -1.1917  0.308
H -0.2439 -2.2801 -1.3664  0.388
H -0.2890 -0.9982 -2.5682  0.511
H 1.8535 -1.8148 -2.6841  0.237
H 2.0485 -1.9020 -1.0682  0.198


Run b
Formula: C6H14N2O
Source: OMol25
Level of theory: the ωB97M-V functional and the def2-TZVPD basis

Values from the calculation:
orbital gap: 9.15 eV
total charge: 0

Each line ends with the Mulliken charge.
Element x y z (Å)
C -0.3964 -0.9080 -0.5780  0.032
C -0.1200 -0.7414 1.5145  -0.773
C 1.3726 1.4388 -0.3692  -0.408
C -1.7904 -1.4811 -0.5757  -1.401
C 2.4477 0.4397 -0.7842  -1.194
C -0.0641 1.0080 -0.5712  0.379
N -0.9901 0.1357 2.0527  -0.522
O -0.2971 0.1118 -1.5937  -0.455
N -1.0004 1.7206 0.0135  -0.683
H 0.3911 -1.6354 -0.7691  0.524
H -1.9125 1.5423 -0.4001  0.340
H -1.0763 1.0709 1.3556  0.468
H -1.9146 -0.2644 2.1827  0.291
H 0.9154 -0.4237 1.5129  0.323
H -0.2778 -1.7995 1.7023  0.452
H 1.4949 1.7390 0.6742  0.320
H 1.4811 2.3571 -0.9554  0.390
H -1.8258 -2.4180 -0.0174  0.373
H -2.1257 -1.6885 -1.5944  0.340
H -2.4964 -0.7770 -0.1250  0.271
H 2.4587 -0.4400 -0.1398  0.256
H 3.4324 0.9045 -0.7245  0.410
H 2.2938 0.1082 -1.8109  0.265


In terms of stability, run a leads; the second structure lies 0.0793 hartree higher.